Entry 1:
59
Properties=species:S:1:pos:R:3 method="wB97M-V/def2-TZVPD" total_charge=+1 e_tot_ev=-35536.7038 spin_multiplicity=2 lumo_ev="-2.466 / -9.514" orbital_gap_ev="9.38 / 2.32" s_squared=0.755 homo_ev="-11.84 / -11.83"
C -1.062 2.453 4.237
C -1.961 3.676 4.391
O -2.791 3.511 5.507
H -0.423 2.652 3.377
H -1.676 1.561 4.113
H -0.436 2.322 5.120
H -2.596 3.943 3.547
H -1.318 4.493 4.720
H -2.293 3.809 6.272
C -2.102 4.400 -1.638
C -1.409 3.201 -1.034
O -1.194 3.384 0.352
O -1.895 4.425 -3.020
H -1.648 5.312 -1.251
H -3.140 4.314 -1.317
H -0.442 3.130 -1.531
H -2.011 2.314 -1.231
H -0.710 2.588 0.582
H -2.277 5.246 -3.337
C 2.484 -5.542 1.377
C 2.365 -4.622 0.148
O 2.741 -5.360 -1.048
O 1.458 -6.594 1.397
H 2.402 -4.986 2.311
H 3.508 -5.918 1.380
H 2.863 -3.659 0.255
H 1.330 -4.292 0.058
H 2.192 -6.148 -1.043
H 1.663 -7.274 2.043
C -0.127 -0.399 1.797
C 0.490 -1.607 1.061
O 1.331 -1.219 0.059
O -0.704 0.400 0.827
H 0.713 0.086 2.293
H -0.813 -0.770 2.559
H -0.236 -2.279 0.603
H 1.053 -2.260 1.728
H 0.779 -0.507 -0.272
H -1.485 -0.074 0.530
C 2.698 0.060 -3.163
C 3.492 -0.041 -1.895
O 4.707 0.658 -1.971
O 2.216 1.336 -3.336
H 1.880 -0.661 -3.180
H 3.311 -0.100 -4.050
H 3.764 -1.083 -1.726
H 2.848 0.298 -1.084
H 4.506 1.546 -2.278
H 1.379 1.410 -3.799
C -2.164 -0.572 -2.620
C -2.599 -1.414 -1.408
O -2.970 -0.560 -0.315
O -0.856 -0.018 -2.443
H -2.850 0.271 -2.709
H -2.333 -1.149 -3.529
H -1.753 -2.010 -1.064
H -3.426 -2.105 -1.571
H -3.788 -0.142 -0.596
H -0.681 0.565 -3.185



Entry 2:
99
Properties=species:S:1:pos:R:3 method="wB97M-V/def2-TZVPD" de_lowest_ev=3.196 e_tot_ev=-143794.6526 spin_multiplicity=1 lumo_ev=0.478 orbital_gap_ev=11.05 smiles="COC(=O)OC.COC(=O)OC.COC(=O)OC.COC(=O)OC.COC(=O)OC.COC(=O)OC.COC(=O)OC.ClCCl.ClCCl.ClCCl" homo_ev=-10.57
C -13.910 -11.721 15.815
O -14.920 -11.673 14.849
C -16.186 -11.879 15.370
O -16.518 -12.014 16.569
O -17.002 -11.984 14.289
C -18.426 -12.339 14.428
H -13.972 -10.803 16.399
H -12.900 -11.717 15.406
H -14.026 -12.671 16.337
H -18.464 -13.402 14.193
H -19.060 -11.588 13.955
H -18.818 -12.229 15.439
C -18.634 -15.652 9.319
O -18.005 -16.338 10.376
C -18.348 -16.093 11.634
O -19.094 -15.162 11.982
O -17.653 -16.989 12.413
C -17.815 -17.044 13.803
H -18.669 -14.585 9.543
H -19.679 -15.963 9.325
H -18.071 -15.886 8.416
H -17.241 -16.303 14.359
H -17.600 -17.982 14.314
H -18.878 -16.831 13.917
C -10.215 -16.573 19.992
O -9.505 -15.350 20.194
C -8.729 -15.134 21.311
O -7.846 -14.249 21.252
O -8.909 -15.999 22.301
C -7.936 -16.049 23.361
H -10.427 -16.692 18.929
H -11.091 -16.473 20.634
H -9.598 -17.449 20.190
H -8.013 -15.108 23.907
H -6.941 -16.245 22.961
H -8.180 -16.836 24.075
C -13.113 -18.003 12.816
O -12.094 -18.913 12.512
C -10.896 -18.739 13.017
O -10.591 -17.943 13.904
O -10.087 -19.729 12.462
C -8.728 -19.887 12.815
H -14.066 -18.516 12.682
H -13.124 -17.292 11.990
H -13.008 -17.637 13.838
H -8.200 -20.678 12.283
H -8.633 -20.241 13.842
H -8.244 -18.913 12.741
C -10.604 -12.167 20.512
O -11.883 -12.588 20.719
C -12.793 -12.978 19.665
O -12.672 -12.758 18.467
O -13.918 -13.484 20.225
C -14.994 -14.033 19.547
H -10.053 -12.781 19.800
H -10.087 -12.181 21.472
H -10.641 -11.093 20.326
H -15.810 -13.894 20.256
H -15.078 -15.109 19.395
H -15.095 -13.527 18.586
C -10.578 -19.165 17.257
O -10.228 -20.507 17.095
C -9.015 -20.939 16.843
O -8.062 -20.222 16.735
O -9.007 -22.265 16.726
C -7.775 -23.014 16.730
H -11.023 -18.983 18.236
H -11.383 -18.992 16.544
H -9.907 -18.402 16.860
H -7.034 -22.599 16.047
H -7.995 -24.064 16.536
H -7.498 -22.897 17.778
C -13.361 -17.897 21.327
O -14.362 -18.481 22.195
C -15.583 -18.560 21.746
O -16.088 -17.893 20.848
O -16.187 -19.564 22.431
C -17.611 -19.766 22.208
H -13.621 -17.999 20.274
H -12.376 -18.255 21.628
H -13.373 -16.823 21.515
H -17.838 -20.765 22.578
H -17.954 -19.644 21.180
H -18.123 -19.028 22.826
Cl -16.943 -19.538 18.100
C -15.660 -18.528 17.477
Cl -14.593 -19.414 16.304
H -15.911 -17.536 17.101
H -15.011 -18.305 18.324
Cl -9.684 -14.702 16.760
C -9.937 -12.928 16.530
Cl -9.010 -11.880 17.652
H -9.392 -12.768 15.600
H -11.003 -12.697 16.539
Cl -13.159 -16.638 18.038
C -13.034 -15.861 16.422
Cl -14.616 -15.832 15.611
H -12.590 -14.876 16.563
H -12.221 -16.468 16.022



Entry 3:
127
Properties=species:S:1:pos:R:3 method="wB97M-V/def2-TZVPD" total_charge=-2 de_lowest_ev=1.527 e_tot_ev=-96276.8307 spin_multiplicity=1 lumo_ev=3.656 orbital_gap_ev=3.23 homo_ev=0.43
Bi -0.286 -0.835 -0.513
C 4.476 -2.192 0.179
C 3.733 -2.382 1.510
C 3.422 -0.994 2.078
C 4.656 -3.097 2.491
P 2.114 -3.249 1.013
C 0.985 -2.954 2.470
N 0.422 -1.626 2.710
B -0.019 -0.503 1.876
N -0.256 0.565 2.846
C -0.436 2.003 2.721
P -1.568 2.641 1.403
C -0.951 4.437 1.472
C -1.939 5.311 0.689
C -0.708 5.080 2.841
C 0.397 4.419 0.722
C -3.248 2.521 2.264
C -3.385 1.055 2.691
C -4.304 2.791 1.183
C -3.513 3.415 3.471
C -0.047 0.082 4.132
C -0.171 0.700 5.369
C 0.064 -0.048 6.521
C 0.418 -1.386 6.436
C 0.557 -2.008 5.198
C 0.330 -1.266 4.046
C 2.356 -5.106 1.303
C 2.881 -5.601 2.657
C 3.292 -5.577 0.182
C 0.984 -5.754 1.069
H 5.444 -1.710 0.354
H 3.894 -1.567 -0.497
H 4.656 -3.144 -0.326
H 4.363 -0.441 2.174
H 2.961 -1.046 3.066
H 2.774 -0.418 1.416
H 5.515 -2.449 2.694
H 5.042 -4.032 2.083
H 4.166 -3.305 3.444
H 1.574 -3.205 3.353
H 0.186 -3.693 2.388
H 0.534 2.479 2.549
H -0.806 2.374 3.675
H -2.876 5.447 1.233
H -2.169 4.882 -0.287
H -1.502 6.301 0.523
H -1.631 5.319 3.364
H -0.162 6.019 2.693
H -0.096 4.453 3.491
H 0.430 3.678 -0.073
H 1.225 4.200 1.399
H 0.587 5.402 0.279
H -3.107 0.385 1.874
H -4.427 0.852 2.960
H -2.760 0.813 3.552
H -4.147 2.135 0.323
H -4.271 3.822 0.830
H -5.306 2.604 1.585
H -2.743 3.314 4.239
H -4.469 3.131 3.925
H -3.586 4.465 3.188
H -0.445 1.742 5.461
H -0.036 0.423 7.491
H 0.592 -1.957 7.340
H 0.820 -3.055 5.150
H 3.959 -5.497 2.767
H 2.647 -6.668 2.738
H 2.400 -5.105 3.502
H 4.288 -5.137 0.269
H 2.879 -5.309 -0.792
H 3.399 -6.666 0.221
H 0.358 -5.697 1.962
H 1.135 -6.814 0.843
H 0.440 -5.318 0.226
C 3.756 3.414 -1.918
C 3.877 1.959 -2.393
N 2.829 1.484 -3.261
C 2.842 1.981 -4.619
C 1.941 3.191 -4.888
C 1.563 0.993 -2.772
S 1.470 1.000 -0.960
N 0.677 0.723 -3.636
C -0.553 0.292 -3.921
O -1.486 -0.227 -2.964
C -1.001 0.163 -5.251
C -0.251 0.655 -6.362
C -0.710 0.550 -7.657
C -1.937 -0.047 -7.958
C -2.677 -0.560 -6.893
C -2.238 -0.469 -5.587
H 4.554 3.651 -1.208
H 2.796 3.562 -1.421
H 3.828 4.110 -2.756
H 3.928 1.312 -1.522
H 4.824 1.843 -2.934
H 2.541 1.171 -5.290
H 3.880 2.235 -4.857
H 0.902 2.925 -4.698
H 2.028 3.504 -5.933
H 2.206 4.036 -4.249
H 0.694 1.138 -6.166
H -0.099 0.952 -8.461
H -2.289 -0.127 -8.980
H -3.618 -1.064 -7.091
H -2.817 -0.928 -4.799
N -2.793 -1.827 0.417
C -3.311 -3.142 0.011
C -3.180 -3.371 -1.495
C -2.177 -4.507 -1.797
O -2.584 -5.468 -2.482
O -1.036 -4.325 -1.301
H -2.953 -1.690 1.409
H -3.263 -1.084 -0.096
H -4.363 -3.254 0.313
H -2.733 -3.900 0.542
H -2.805 -2.461 -1.975
H -4.149 -3.617 -1.934
C -4.083 0.650 -2.379
O -3.103 0.266 -1.425
C -1.751 0.521 -1.806
C -1.556 2.004 -2.056
H -4.271 1.729 -2.339
H -5.000 0.121 -2.117
H -3.783 0.375 -3.389
H -1.879 2.236 -3.076
H -0.516 2.302 -1.960
H -2.154 2.564 -1.339